Density functional theory data (wB97M-V/def2-TZVPD) for a molecular structure, C42H50MoN7O2S2Si2.

Computed properties:
ΔE to the lowest compared entry with this formula, charge and spin in eV: 2.120
Highest occupied orbital energy (spin up / spin down) in Eh: -0.22982 / -0.24015
Largest force on an atom in Eh/bohr: 0.060
2S+1: 4
HOMO-LUMO gap (spin up / spin down) in eV: 5.633 / 5.322

XYZ file:
```
106
Properties=species:S:1:pos:R:3:forces:R:3
Mo 0.229267 -0.156592 0.502374 1.3 -0.1 2.8
C -1.206337 3.257821 3.146731 0.2 -0.2 0.1
C -0.362097 2.304389 2.385616 -0.5 0.0 0.0
N -0.981696 1.251081 1.700058 0.4 0.2 0.1
N -2.211753 0.747098 2.191025 -0.5 0.0 0.1
C -2.190300 -0.548234 2.089979 0.4 0.3 0.1
O -1.130006 -1.211964 1.745240 -0.2 0.0 -0.5
C -3.426349 -1.312146 2.384503 -0.1 -0.1 0.0
C -4.587151 -0.669666 2.807364 0.1 0.0 0.0
C -5.753374 -1.394963 2.980737 0.0 0.0 0.1
C -5.772869 -2.760470 2.728149 0.0 0.0 0.0
C -4.616135 -3.403962 2.312795 -0.1 0.0 0.0
C -3.444482 -2.683210 2.146249 0.0 0.0 0.0
C 1.012774 2.386118 2.142584 0.5 -0.1 0.0
C 1.861239 3.310682 2.794430 -0.3 0.0 0.0
C 3.216937 3.248733 2.605938 0.2 -0.2 -0.2
C 3.731864 2.296913 1.720478 0.0 0.3 0.2
C 2.855529 1.432711 1.095280 0.0 -0.3 -0.1
N 1.539498 1.426652 1.305593 0.5 1.1 0.3
H -2.049990 2.721700 3.575746 0.0 0.0 0.0
H -1.612466 4.003374 2.453965 0.0 0.0 0.0
H -0.652234 3.760271 3.938075 0.0 0.0 0.0
H -4.555795 0.396809 2.983272 0.0 0.0 0.0
H -6.655560 -0.896212 3.311189 0.0 0.0 0.0
H -6.689348 -3.322368 2.855615 0.0 0.0 0.0
H -4.629969 -4.469008 2.118502 0.0 0.0 0.0
H -2.533350 -3.171591 1.827402 0.0 0.0 0.0
H 1.425245 4.036412 3.467304 0.0 0.0 0.0
H 3.879571 3.925206 3.130618 0.0 0.0 0.0
H 4.791691 2.223609 1.527136 0.0 0.0 -0.1
H 3.225391 0.685305 0.406337 0.0 0.0 0.0
C 0.841831 -2.902925 4.222107 0.2 0.2 0.0
Si 1.441169 -1.190967 3.670286 -0.1 -0.1 0.3
C 3.100620 -0.680530 4.444822 -0.2 -0.3 -0.1
C 0.245570 0.023814 4.481638 0.0 -0.1 -0.3
N 1.536709 -1.150858 1.922371 -0.1 -0.3 -0.3
C 2.486382 -1.913340 1.281476 0.3 0.0 -0.1
C 3.375331 -2.809503 1.906520 -0.1 0.1 0.0
C 4.302618 -3.540838 1.189455 0.0 0.0 -0.1
C 4.386044 -3.394475 -0.188960 0.1 -0.1 0.1
C 3.536674 -2.512207 -0.830969 -0.2 0.2 -0.1
C 2.575382 -1.773646 -0.130615 0.4 -0.4 0.3
N 1.645163 -0.919985 -0.720648 -0.2 0.4 -0.4
Si 1.633469 -0.725320 -2.486232 -0.1 0.2 -0.4
C 1.224361 -2.371228 -3.352690 0.1 0.2 0.2
C 0.294572 0.508659 -2.963009 0.2 -0.3 0.1
C 3.283453 -0.106260 -3.178586 -0.1 -0.2 0.2
H 0.636093 -2.920155 5.294920 0.0 0.0 0.0
H 1.560590 -3.693136 4.003342 0.0 0.0 0.0
H -0.085893 -3.143832 3.697798 0.0 0.1 0.0
H 2.975585 -0.527513 5.519730 0.0 0.0 0.0
H 3.430331 0.267105 4.010291 0.0 0.0 0.0
H 3.905045 -1.401548 4.302299 0.0 0.0 0.0
H 0.141660 -0.272805 5.528407 0.1 -0.1 0.0
H -0.751764 0.024795 4.044175 0.0 0.0 0.1
H 0.633662 1.042747 4.471009 0.0 0.0 0.0
H 3.324433 -2.942853 2.976615 0.0 0.0 0.0
H 4.955514 -4.232553 1.707195 0.0 0.0 0.0
H 5.103963 -3.970829 -0.758351 0.0 0.0 0.0
H 3.609080 -2.403403 -1.904185 0.0 -0.1 0.0
H 0.152414 -2.576309 -3.332535 0.0 0.0 0.0
H 1.740535 -3.224182 -2.908412 0.0 0.0 0.0
H 1.520225 -2.317461 -4.403115 0.0 0.0 0.0
H -0.670052 0.019725 -3.109282 0.0 0.0 0.0
H 0.562081 1.002177 -3.898345 0.1 0.0 0.0
H 0.171008 1.287597 -2.211043 0.0 0.1 -0.1
H 4.073260 -0.858012 -3.172426 0.0 0.0 0.0
H 3.645507 0.760381 -2.626259 0.0 0.0 0.0
H 3.136085 0.207062 -4.215282 -0.1 0.0 0.0
C -0.473102 -3.424384 -0.460140 -0.1 0.0 0.1
C -1.241087 -2.291275 -1.066806 0.5 -0.1 0.8
O -0.993387 -1.133870 -0.710359 -1.6 -1.1 -2.0
C -2.302070 -2.498739 -2.037597 -0.7 0.0 -0.6
C -3.098224 -1.406916 -2.414963 0.2 0.0 0.2
C -4.105632 -1.560966 -3.344495 -0.1 -0.1 -0.1
C -4.340031 -2.807451 -3.914761 0.1 0.0 0.1
C -3.567879 -3.897918 -3.536337 -0.1 -0.1 -0.1
C -2.556171 -3.749843 -2.607393 0.2 0.1 0.2
H 0.039708 -3.060458 0.429089 0.0 -0.1 0.0
H 0.273410 -3.809978 -1.157610 0.0 0.1 -0.1
H -1.141201 -4.242233 -0.189399 0.0 0.0 0.0
H -2.914987 -0.444821 -1.952817 0.0 0.0 0.0
H -4.717346 -0.712997 -3.622024 0.0 0.0 0.0
H -5.126518 -2.930214 -4.647615 0.0 0.0 0.0
H -3.761892 -4.871922 -3.965990 0.0 0.0 0.0
H -1.950262 -4.603933 -2.332269 0.0 0.0 0.0
S -1.640812 2.732354 -0.492161 0.2 -0.3 0.1
C -0.974125 1.439416 0.243845 -0.5 0.8 -1.0
N 1.943837 4.996462 -0.159510 -0.2 0.1 0.1
C 1.665736 4.369789 -1.331872 0.1 0.0 -0.2
S 2.634108 3.117069 -1.834230 0.0 0.0 -0.2
N 0.602066 4.901228 -1.982333 -0.1 0.0 0.1
C 0.003878 4.615974 -3.227548 -0.1 -0.1 -0.1
C 0.642530 3.970713 -4.281038 0.1 0.0 0.1
C -0.042620 3.759210 -5.469373 -0.1 0.0 0.0
C -1.349506 4.190342 -5.628130 0.0 0.0 -0.1
C -1.975969 4.856033 -4.585010 0.0 0.0 0.0
C -1.303417 5.072813 -3.397551 0.0 -0.1 0.1
H 2.651909 4.568848 0.408559 0.0 -0.1 0.1
H 1.243962 5.546464 0.313556 0.0 0.0 0.0
H 0.043497 5.528073 -1.423906 0.0 0.1 0.0
H 1.660644 3.638626 -4.169060 0.0 0.0 0.0
H 0.455419 3.251854 -6.285898 0.0 0.0 0.0
H -1.878957 4.011798 -6.554985 0.0 0.0 0.0
H -2.994479 5.206183 -4.692200 0.0 0.0 0.0
H -1.797494 5.592756 -2.583440 0.0 0.0 0.0
```
Forces are in eV/Å.

Results of the Löwdin charge analysis, in e, for atoms 1 through 4: Mo 1.71; C -0.01; C -0.26; N -0.29